73
Properties=species:S:1:pos:R:3 method="wB97M-V/def2-TZVPD" gap_ev="5.05 / 5.08" charge=+2 lumo_ev="-7.435 / -7.409" e_homo_ha="-0.45880 / -0.45880" largest_force_ev_per_a=7.2 spin_multiplicity=2
N 14.70936 14.09045 -25.14793
O 19.82845 16.92395 -24.94963
C 15.77677 16.00622 -19.73515
O 24.59614 14.40127 -27.01162
C 25.55830 13.49238 -19.55337
H 23.19252 20.44623 -22.82086
C 18.57684 23.58548 -24.48108
N 19.24671 11.75443 -19.26212
H 26.81158 14.59050 -27.06632
H 19.22950 24.07265 -25.20551
N 24.01324 20.85531 -22.39757
C 25.24995 14.06296 -28.01518
H 14.24622 14.55446 -18.85480
O 26.17356 20.58938 -22.20948
C 19.61331 11.87342 -18.05377
H 14.40561 16.17566 -18.16109
N 26.49415 14.26200 -27.96711
H 19.30427 23.04888 -23.87198
N 24.67114 13.05489 -20.46730
K 16.64356 17.66295 -29.13771
O 25.61696 14.72276 -19.31707
H 19.61496 10.80724 -16.42396
K 21.91559 17.33165 -18.64607
C 20.09494 16.93479 -23.75365
N 22.52441 21.14082 -28.29384
H 13.53268 12.75437 -26.61218
H 26.80832 12.86910 -18.18996
H 24.03547 13.67894 -20.94331
N 24.70553 19.16318 -23.26620
H 24.45823 12.06971 -20.40261
O 20.33871 12.71349 -17.59785
H 23.72181 19.00546 -23.43214
C 14.94500 15.36635 -18.65320
H 18.58008 11.03129 -19.49185
H 25.57736 13.38618 -29.80856
H 16.37132 15.25426 -20.25396
O 17.96791 21.51882 -25.72029
C 25.08381 20.25528 -22.68081
O 16.42758 12.62831 -25.28720
H 15.54506 15.06178 -17.79572
H 22.92835 18.28461 -29.21083
H 15.28188 14.77856 -24.68014
H 18.51759 20.93683 -25.19045
O 20.08985 17.95850 -23.15943
H 18.09595 24.40372 -23.94505
H 25.43641 18.49207 -23.45467
H 23.10657 21.96551 -28.26117
H 27.18352 13.96381 -28.64235
C 22.89677 20.22012 -29.12818
H 16.96388 22.09799 -24.06934
H 14.78815 11.50762 -26.74236
H 16.62739 23.04318 -25.47244
H 21.82136 20.98507 -27.58562
N 19.22087 10.86187 -17.35230
H 18.34945 10.37401 -17.50301
H 24.14531 21.72959 -21.90942
C 15.25369 13.00075 -25.60857
H 13.69978 14.06180 -25.15300
H 21.91156 19.01854 -27.91852
C 17.44554 22.58306 -24.91834
N 26.11652 12.50575 -18.82988
N 22.43061 19.05298 -28.78425
O 20.45645 15.86076 -23.29407
O 23.66961 20.48318 -30.00650
N 14.37296 12.30348 -26.27941
O 16.66509 17.00789 -19.30248
H 17.16999 17.23047 -20.08807
N 24.84035 13.63409 -29.16400
H 15.13547 16.41249 -20.51731
Ag 20.60442 13.38950 -26.05313
H 23.86752 13.39541 -29.29333
H 19.47155 12.47215 -19.93623
H 26.00570 11.53473 -19.08469

9
Properties=species:S:1:pos:R:3 method="wB97M-V/def2-TZVPD" gap_ev=9.51 smiles="C=C1BC1" lumo_ev=-0.164 e_homo_ha=-0.35546 largest_force_ev_per_a=3.9 e_above_lowest_kj_mol=100.63
H 1.37509 -1.63959 -0.87522
H 0.46139 -0.58241 -2.08645
B -0.11727 -0.09488 1.47481
H -1.68491 0.66892 -0.27765
C -0.78336 0.78193 0.38578
C 0.84055 -0.74898 -1.03731
H 0.11276 -0.36761 2.58066
H -0.37341 1.70072 0.44851
C 0.27958 -0.20156 0.02249

54
Properties=species:S:1:pos:R:3 method="wB97M-V/def2-TZVPD" gap_ev=6.61 charge=-1 lumo_ev=2.142 e_homo_ha=-0.16432 largest_force_ev_per_a=6.2
C -2.61293 0.62609 -0.94466
O -1.49067 -5.19328 -1.88769
C -0.37035 -0.06098 -2.25842
C -1.10698 1.04872 -1.32508
H -0.50527 1.29085 -0.38384
H 2.37140 0.34716 1.98100
H -3.29700 4.66130 1.91491
H -3.34590 0.80697 -1.80865
H 1.57230 -2.91579 -1.34226
C 5.05848 0.50303 -0.25366
C -2.04685 4.04360 -0.08789
C 4.71465 -1.00420 -0.09902
O -3.13416 -3.86081 -1.44670
C 0.59297 -2.34634 -1.16930
C -0.12988 -2.64134 0.22829
H 5.29295 -1.84997 -0.61341
H 0.64378 -0.76772 1.35677
H -2.18668 1.54967 1.05560
H -3.62733 2.98860 -1.31340
H -1.17868 2.04472 -1.91662
H -0.24659 -3.77487 0.43855
H -1.04091 3.49910 -0.04256
H 2.07167 -2.22723 3.18237
H -0.84552 4.66525 1.89080
H 1.73475 -0.78199 -2.26491
H 1.22792 -0.16873 -0.61252
C 3.21844 0.11245 1.24236
H 1.54901 -3.72041 2.26032
H -2.01666 4.68313 -1.05545
H -1.21342 -2.24597 0.12649
C -3.05750 1.56649 0.30999
C 4.02273 1.28067 0.63118
H -2.05396 6.35789 0.48973
C 1.81466 -2.60030 2.11514
N -2.50296 -4.91233 -1.21427
N 3.60055 -1.21152 0.81377
H -0.13040 -2.72482 -1.99327
H 3.95987 -3.07506 1.77016
H -1.09504 -0.79580 -2.74911
O -2.88009 -5.67826 -0.30624
P -2.08814 5.24355 1.41363
C 0.49912 -1.90729 1.50896
H 3.91323 2.40573 0.76964
H -4.00484 1.12113 0.78488
C 0.86756 -0.79809 -1.49384
H 5.88730 0.97740 -0.87261
H 3.00545 -3.21654 0.21570
H -0.30654 -1.97873 2.34250
Cl -2.10271 6.55989 3.11983
H -2.60303 -0.48886 -0.68203
H -4.26899 3.50231 0.33480
C -3.32925 3.08209 -0.19989
H 0.09567 0.54849 -3.12926
C 3.10479 -2.56903 1.16921

7
Properties=species:S:1:pos:R:3 method="wB97M-V/def2-TZVPD" gap_ev="5.51 / 8.61" lumo_ev="-1.377 / 0.238" e_homo_ha="-0.25317 / -0.30765" largest_force_ev_per_a=4.2 e_above_lowest_kj_mol=156.32
C -0.41871 -1.00820 -0.78076
O -0.12904 -2.12581 -0.63234
C -0.29550 0.30462 -0.34851
Cl 1.70982 0.55220 1.85250
H 0.65022 0.75838 -0.90867
H -1.32141 0.65452 -0.68932
P -0.19539 0.86430 1.50709

86
Properties=species:S:1:pos:R:3 method="wB97M-V/def2-TZVPD" gap_ev="7.60 / 3.23" charge=+1 lumo_ev="-1.881 / -5.850" e_homo_ha="-0.34854 / -0.33354" largest_force_ev_per_a=2.2 spin_multiplicity=3 e_above_lowest_kj_mol=0.00
H 1.43057 -5.00838 -3.22259
H 3.38840 -4.52344 -2.16742
H 2.48292 3.49921 1.94878
S 0.13051 4.11611 1.85117
O 3.01668 1.40856 3.45107
H -2.51882 3.04596 -4.35405
S -0.60413 2.40086 -3.16490
H 3.15806 -1.54561 -2.84427
O -0.45516 1.57681 -1.98222
C -1.56532 -3.85015 2.07657
H 2.78561 -0.78537 4.77019
Pt 0.38016 0.90690 -0.01984
H 4.73499 -2.39768 3.05875
C 2.20683 5.58703 1.22963
O 1.51615 0.38289 1.79265
H 3.86734 -2.83101 1.65449
O -0.07548 3.15444 0.78867
H -1.46571 -5.74256 3.16195
N -3.03102 -2.22477 -1.20358
H -1.60537 1.01272 0.81316
H -4.58303 -5.02892 -1.91792
C -4.05268 -4.09323 -1.95766
H -3.83728 -3.55067 0.25006
O 1.95911 -3.26560 -0.02382
H -2.84212 1.69854 -3.08415
C -3.69006 -3.34922 -0.80239
H -2.43961 -1.94664 1.63004
C 1.05680 6.59798 1.45757
C -0.20438 5.78388 1.20976
C -2.60712 3.75709 -2.31814
H 4.73072 -0.17805 2.54485
H -2.48470 -1.38579 -3.04997
C -3.26547 -4.44535 3.43892
S 2.57805 0.22370 2.77376
C -2.01729 -4.85776 2.88844
C 2.12289 -1.06731 3.94684
C -2.96910 -2.19531 -2.52610
H 1.91414 4.62102 3.18443
H 3.72604 -3.71524 -3.71929
H 1.52547 -3.61391 -4.29285
N -2.51309 -2.85485 2.08101
H 0.50090 4.45649 -3.43455
S 1.71839 -2.36420 -1.12244
H -3.65126 4.05159 -2.44334
C -3.71616 -3.33359 -3.03139
H -3.81655 -3.56003 -4.08011
H -2.87482 -0.48554 0.93681
C 3.11373 -3.69870 -2.82146
H 3.18059 6.01429 1.46275
H 2.20989 5.23599 0.19419
C 0.69291 -3.18384 -2.33998
H -0.58490 -3.64163 1.67613
H -4.26761 -2.48442 3.26140
H 1.11545 7.03219 2.45046
H 1.20197 7.33708 0.66993
O 0.02918 2.04206 -4.40582
H -1.85238 5.21420 -3.69101
H 0.23908 4.12105 -1.74872
C -3.50018 -3.17993 2.96185
H -1.59123 5.64197 -1.96402
C 1.62808 -3.94002 -3.25999
H -2.47749 3.36753 -1.30757
C 1.89446 4.39844 2.11629
H -0.95541 -0.92740 0.99007
H -3.83287 -4.99802 4.16762
C -1.59410 4.84222 -2.70039
H -1.07166 6.16351 1.74791
C 3.18752 -2.36039 -2.11829
C 3.93925 -0.69263 1.98945
C 3.84004 -2.13490 2.49637
B -1.77434 -0.15605 0.53549
C -0.25104 4.11288 -2.72441
H 2.43483 -3.25147 3.76784
H 1.76186 -2.41376 2.38315
H 1.07584 -0.99755 4.22467
H -1.74461 -0.25077 -0.68218
C -2.38449 2.64520 -3.35220
O 1.24178 -1.02966 -0.88610
H -2.60896 -1.49357 -0.57433
H 4.08358 -2.22813 -1.51583
C 2.48737 -2.32712 3.19873
H -0.46822 5.67383 0.15924
H -0.06156 -3.75968 -1.80564
H 0.16640 -2.35069 -2.81288
O -0.49641 3.98232 3.13724
H 3.94873 -0.40611 0.94343

26
Properties=species:S:1:pos:R:3 method="wB97M-V/def2-TZVPD" gap_ev=8.76 lumo_ev=0.780 e_homo_ha=-0.29332 largest_force_ev_per_a=4.9 e_above_lowest_kj_mol=239.92
N 2.11111 1.04159 0.88244
C -0.38787 -2.04015 -0.81290
H 1.76616 0.06545 2.65398
H -2.82559 -1.14069 -0.82972
C 2.39130 0.60341 1.99382
H 3.41232 0.81088 2.37212
H 0.20504 -1.43571 1.95283
Si 0.82120 0.73298 -0.21835
C -0.25908 2.30147 0.09624
H 1.94646 -0.10143 -2.47234
H 0.40893 0.58811 -2.50497
H 0.53954 3.01582 0.05122
H -1.16072 -2.95973 -0.88055
H -1.80971 0.21440 -1.37054
H -1.31873 -2.14838 1.78805
C 1.36726 0.72828 -2.02108
C -0.83484 -1.29932 1.59130
H -0.56204 -1.65072 -1.79312
H 1.87102 1.73072 -2.19824
C -0.77733 -0.96363 0.09878
H -1.32251 -0.40309 1.91662
C -2.01463 -0.35202 -0.49821
H -2.55210 0.28363 0.19850
H -0.52203 2.26923 1.26408
H 0.63152 -2.52003 -0.72983
H -1.12469 2.62893 -0.53012

14
Properties=species:S:1:pos:R:3 method="wB97M-V/def2-TZVPD" gap_ev="8.20 / 8.20" charge=+1 lumo_ev="-5.794 / -5.794" e_homo_ha="-0.51439 / -0.51440" largest_force_ev_per_a=4.0 e_above_lowest_kj_mol=222.74
H -0.76459 -0.08335 -1.70253
C -1.23525 0.00531 2.28286
S 0.03056 0.76202 1.65646
H -1.15622 -0.45322 3.28208
N 0.76237 -0.59435 -0.38702
H -2.15259 -0.04085 1.75734
H 2.01384 -0.93408 -2.10889
H 2.53235 -1.44505 -0.38951
H -1.87751 1.06895 0.11091
H -0.74564 2.40106 0.04709
C -0.07177 0.38669 -0.92480
H 0.57664 1.14960 -1.38961
C -0.84640 1.26283 0.10864
C 1.78196 -1.00267 -1.02005

40
Properties=species:S:1:pos:R:3 method="wB97M-V/def2-TZVPD" gap_ev="3.43 / 3.41" charge=-1 lumo_ev="1.952 / 1.946" e_homo_ha="-0.05437 / -0.05378" largest_force_ev_per_a=5.6 spin_multiplicity=5 e_above_lowest_kj_mol=0.00
C -19.33423 15.89849 -0.50420
H -21.50662 12.98115 -6.22047
H -20.24717 17.63470 -4.87839
H -18.33044 17.85917 -1.84663
Fe -20.99237 15.33989 -3.18283
H -22.93201 14.28216 -5.08646
H -20.54394 17.83814 -8.17544
C -22.10382 18.05382 -4.46042
H -22.10216 17.02175 -6.31164
C -19.71439 13.87912 -5.43431
H -22.97027 17.56005 -4.00626
H -21.33508 12.77845 -4.53191
H -19.34216 16.82784 0.06909
O -19.51416 16.06488 -1.94363
P -22.84642 14.18714 -1.69843
H -19.37467 14.27416 -6.39903
O -23.14420 13.90605 -0.23217
H -20.16539 15.27165 -0.18319
C -22.24505 18.05273 -5.96444
H -20.86098 17.91612 -2.00125
O -22.75765 15.63195 -2.28371
O -23.98155 13.33813 -2.33938
H -20.53999 19.54096 -8.41279
H -20.22937 19.03182 -3.20333
H -22.03811 18.48067 -8.46988
H -23.22507 18.35178 -6.34654
O -21.24062 18.86413 -6.56407
O -21.40289 13.68044 -2.13737
H -18.23016 14.78019 -4.53957
O -19.14562 14.60442 -4.30388
H -22.26886 19.02731 -3.98512
C -21.11957 18.75411 -7.93534
C -20.24881 17.97833 -2.90033
H -19.14940 12.93830 -5.47749
O -22.02815 14.56512 -4.89572
C -21.14215 13.50425 -5.33263
N -20.85399 17.33301 -4.11920
C -18.95847 17.25499 -2.50348
H -18.34245 15.46283 -0.38979
H -18.30873 16.97715 -3.33825